*i*
Entry from the Open Molecules 2025 dataset: a 2-piece molecular cluster, C5H10O overall (wB97M-V/def2-TZVPD).

Structure (XYZ):
```
16
Properties=species:S:1:pos:R:3:nbo_charge:R:1
C 1.30 0.21 1.80 -0.661
C 0.51 -0.62 2.78 -0.178
C 0.87 -1.97 3.09 -0.423
H 1.52 1.26 2.14 0.219
H 2.25 -0.24 1.55 0.220
H 0.83 0.26 0.82 0.222
H -0.43 -0.44 3.27 0.206
H 0.32 -2.43 3.99 0.201
H 1.91 -2.37 2.85 0.194
C -0.24 -0.10 -3.16 -0.544
C -0.55 0.94 -2.30 0.141
O -1.94 1.28 -2.16 -0.707
H 0.74 0.03 -3.80 0.226
H -1.14 -0.54 -3.70 0.216
H 0.21 1.54 -1.65 0.184
H -2.09 1.96 -1.43 0.483
```

Calculated values
SMILES = C=CC.C=CO
HOMO = -9.1 eV

---

*ii*
Entry from the Open Molecules 2025 dataset: one molecule with the formula C5H10O (wB97M-V/def2-TZVPD).

Structure (XYZ):
```
16
Properties=species:S:1:pos:R:3:nbo_charge:R:1
C -0.55 1.34 -0.50 -0.610
C -0.49 -0.06 0.20 -0.252
C -1.50 -1.01 -0.45 -0.614
C 0.93 -0.56 0.09 0.068
C 1.96 0.02 0.94 -0.118
O 1.50 -1.31 1.15 -0.491
H -0.18 2.13 0.16 0.211
H -1.55 1.65 -0.82 0.210
H 0.07 1.38 -1.41 0.206
H -0.73 0.06 1.27 0.213
H -1.91 -0.36 -1.21 0.206
H -2.33 -1.35 0.18 0.218
H -1.08 -1.89 -0.96 0.212
H 1.21 -0.93 -0.90 0.180
H 2.98 0.13 0.57 0.183
H 1.65 0.74 1.70 0.177
```

Calculated values
SMILES = CC(C)[C@H]1CO1
HOMO = -10.2 eV

---

Name the most stable of them. *ii*.

---

*i*
Entry from the Open Molecules 2025 dataset: a 2-piece molecular cluster, C5H10O overall (wB97M-V/def2-TZVPD).

Structure (XYZ):
```
16
Properties=species:S:1:pos:R:3:nbo_charge:R:1
O -2.10 0.19 0.66 -0.718
C -1.27 0.25 -0.49 0.106
C -0.46 -1.05 -0.62 -0.467
C 0.72 -0.75 0.26 -0.193
C 1.01 0.56 0.16 -0.182
C -0.21 1.34 -0.23 -0.468
H -2.68 -0.57 0.55 0.465
H -1.85 0.47 -1.39 0.164
H -1.03 -1.95 -0.37 0.204
H -0.08 -1.17 -1.64 0.212
H 2.77 -0.75 1.01 -0.004
H 1.11 -1.49 0.93 0.219
H 2.69 -0.11 1.39 -0.002
H 1.97 1.05 0.21 0.216
H -0.53 1.93 0.64 0.237
H -0.06 2.04 -1.06 0.210
```

Calculated values
SMILES = OC1CC=CC1.[H][H]
HOMO = -8.8 eV

---

*ii*
Entry from the Open Molecules 2025 dataset: C5H10O as an isolated structure (wB97M-V/def2-TZVPD).

Structure (XYZ):
```
16
Properties=species:S:1:pos:R:3:nbo_charge:R:1
C 1.88 -0.56 -0.14 -0.521
C 0.83 1.25 -0.32 -0.287
C 0.28 0.25 0.54 0.401
O 0.40 0.26 1.77 -0.701
C -0.76 -0.61 -0.17 -0.461
C -2.09 0.04 0.19 -0.606
H 1.91 -0.80 -1.19 0.205
H 2.80 -0.20 0.31 0.231
H 1.57 -1.47 0.42 0.253
H 0.71 1.25 -1.40 0.203
H 0.97 2.25 0.11 0.229
H -0.68 -1.62 0.24 0.210
H -0.61 -0.65 -1.26 0.197
H -2.23 0.99 -0.33 0.199
H -2.92 -0.62 -0.04 0.211
H -2.07 0.24 1.27 0.234
```

Calculated values
HOMO = -8.8 eV

---

Name the most stable of them. *i*.

---

*i*
Entry from the Open Molecules 2025 dataset: a 2-piece molecular cluster, C5H10O overall (wB97M-V/def2-TZVPD).

Structure (XYZ):
```
16
Properties=species:S:1:pos:R:3:nbo_charge:R:1
C -0.72 -0.11 1.75 -0.601
C -1.25 -0.73 0.47 -0.329
C -1.35 0.15 -0.82 -0.541
C -0.47 -1.03 -0.74 0.617
C 2.11 0.72 -0.80 -0.864
O 0.22 -1.81 -1.33 -0.497
H -1.56 0.34 2.30 0.215
H -0.26 -0.86 2.40 0.221
H 0.02 0.68 1.56 0.214
H -2.05 -1.44 0.62 0.232
H -2.23 0.09 -1.46 0.237
H -0.91 1.14 -0.74 0.237
H 2.98 1.08 -1.34 0.217
H 2.38 0.48 0.23 0.210
H 1.33 1.48 -0.81 0.199
H 1.75 -0.19 -1.29 0.233
```

Calculated values
SMILES = C[C@H]1CC1=O.C
HOMO = -9.2 eV

---

*ii*
Entry from the Open Molecules 2025 dataset: one molecule with the formula C5H10O (wB97M-V/def2-TZVPD).

Structure (XYZ):
```
16
Properties=species:S:1:pos:R:3:nbo_charge:R:1
C -0.11 0.49 -1.46 -0.622
C -0.40 -0.30 -0.17 -0.195
C -0.14 -1.80 -0.41 -0.611
C 0.39 0.29 1.12 -0.528
C 0.19 1.70 1.54 0.442
O -0.57 2.48 1.03 -0.522
H -0.73 0.13 -2.29 0.213
H 0.94 0.38 -1.77 0.196
H -0.32 1.55 -1.32 0.232
H -1.46 -0.17 0.08 0.201
H -0.37 -2.39 0.48 0.208
H -0.76 -2.19 -1.23 0.216
H 0.90 -2.00 -0.69 0.200
H 0.27 -0.33 2.03 0.231
H 1.37 0.13 0.66 0.235
H 0.80 2.02 2.42 0.105
```

Calculated values
SMILES = CC(C)CC=O
HOMO = -9.9 eV

---

*iii*
Entry from the Open Molecules 2025 dataset: one molecule with the formula C5H10O (wB97M-V/def2-TZVPD).

Structure (XYZ):
```
16
Properties=species:S:1:pos:R:3:nbo_charge:R:1
O -1.26 -0.31 0.93 -0.662
C -1.02 0.15 -0.47 0.015
C -0.41 -1.00 -1.15 -0.697
C 0.72 -0.64 1.09 -0.128
C 1.20 0.58 0.37 -0.483
C -0.03 1.28 -0.25 -0.409
H -1.43 -1.26 0.80 0.497
H -2.00 0.50 -0.79 0.207
H -1.13 -1.73 -1.55 0.192
H 0.39 -0.78 -1.85 0.189
H 1.10 -1.60 0.80 0.218
H 0.50 -0.53 2.15 0.188
H 1.74 1.25 1.05 0.217
H 1.89 0.27 -0.43 0.222
H -0.44 2.00 0.47 0.212
H 0.19 1.81 -1.18 0.220
```

Calculated values
HOMO (spin up / spin down) = -7.2 / -6.8 eV

---

Name the most stable of them. *ii*.

---

*i*
Entry from the Open Molecules 2025 dataset: one molecule with the formula C5H10O (wB97M-V/def2-TZVPD).

Structure (XYZ):
```
16
Properties=species:S:1:pos:R:3:nbo_charge:R:1
O -1.65 -0.07 0.95 -0.752
C -1.04 0.14 -0.33 0.114
C -0.19 -1.09 -0.62 -0.448
C 0.96 -1.06 0.39 -0.395
C 1.29 0.76 0.37 -0.397
C -0.02 1.42 -0.21 -0.452
H -2.59 -0.31 0.88 0.478
H -1.82 0.19 -1.12 0.170
H -0.93 -1.90 -0.61 0.212
H 0.24 -1.03 -1.63 0.199
H 1.76 -1.81 0.11 0.208
H 0.62 -1.37 1.40 0.211
H 1.50 1.10 1.40 0.212
H 2.17 0.96 -0.26 0.205
H -0.50 2.15 0.47 0.224
H 0.16 1.96 -1.17 0.212
```

Calculated values
SMILES = OC1CCCC1
HOMO = -10.1 eV

---

*ii*
Entry from the Open Molecules 2025 dataset: a 2-piece molecular cluster, C5H10O overall (wB97M-V/def2-TZVPD).

Structure (XYZ):
```
16
Properties=species:S:1:pos:R:3:nbo_charge:R:1
C 0.65 0.12 -0.79 -0.527
C 0.56 -0.38 0.64 0.624
O 1.22 -1.26 1.15 -0.541
C -0.84 -0.05 -1.13 -0.397
C -1.56 0.65 0.06 -0.401
C -0.74 0.13 1.25 -0.527
H 0.98 1.18 -0.83 0.228
H 1.38 -0.45 -1.37 0.243
H 3.40 -0.51 -0.06 -0.063
H 2.93 -0.94 0.34 0.043
H -1.05 0.35 -2.11 0.219
H -1.17 -1.11 -1.11 0.207
H -2.63 0.44 0.17 0.218
H -1.46 1.73 -0.06 0.201
H -1.19 -0.75 1.72 0.235
H -0.52 0.86 2.04 0.238
```

Calculated values
SMILES = O=C1CCCC1.[H][H]
HOMO = -9.4 eV

---

Name the most stable of them. *ii*.

---

*i*
Entry from the Open Molecules 2025 dataset: one molecule with the formula C5H10O (wB97M-V/def2-TZVPD).

Structure (XYZ):
```
16
Properties=species:S:1:pos:R:3:nbo_charge:R:1
C 2.08 -0.10 0.00 -0.648
C 0.98 -0.26 -1.01 -0.083
C -0.87 0.22 0.28 0.292
C -1.10 -1.27 0.65 -0.713
C -1.27 1.31 0.91 -0.455
H 2.47 0.92 0.11 0.210
H 3.03 -0.70 -0.13 0.232
H 1.58 -0.33 0.98 0.200
H 1.53 0.03 -1.89 0.194
H 0.73 -1.36 -0.91 0.163
H -1.30 -1.98 -0.22 0.233
H -0.13 -1.71 1.02 0.222
H -2.03 -1.59 1.33 0.246
H -0.98 2.25 0.51 0.213
H -1.80 1.29 1.87 0.204
O -0.25 0.46 -0.95 -0.511
```

Calculated values
SMILES = C=C(C)OCC
HOMO = -9.2 eV

---

*ii*
Entry from the Open Molecules 2025 dataset: one molecule with the formula C5H10O (wB97M-V/def2-TZVPD).

Structure (XYZ):
```
16
Properties=species:S:1:pos:R:3:nbo_charge:R:1
C 1.85 -1.32 0.06 -0.788
C 1.46 0.08 -0.17 0.184
C -0.93 1.10 0.89 -0.070
O -2.12 0.98 1.64 -0.709
C -0.90 0.08 -0.24 -0.405
C 0.36 0.15 -1.16 -0.563
H 1.20 -2.13 -0.33 0.185
H 2.76 -1.31 -0.57 0.281
H 2.20 -1.54 1.07 0.239
H -0.81 2.11 0.48 0.160
H -0.10 0.96 1.60 0.199
H -2.85 1.10 1.03 0.458
H -1.78 0.24 -0.87 0.209
H -0.99 -0.93 0.18 0.210
H 0.30 -0.68 -1.89 0.194
H 0.33 1.11 -1.71 0.217
```

Calculated values
HOMO = -8.3 eV

---

*iii*
Entry from the Open Molecules 2025 dataset: one molecule with the formula C5H10O (wB97M-V/def2-TZVPD).

Structure (XYZ):
```
16
Properties=species:S:1:pos:R:3:nbo_charge:R:1
C -1.07 -0.62 -1.29 -0.613
C -0.99 -0.38 0.20 -0.239
C 0.35 -0.31 0.90 -0.254
C 1.67 -0.43 0.18 -0.622
C -0.50 0.92 0.74 0.084
O -0.17 1.88 -0.23 -0.710
H -0.28 -0.07 -1.82 0.223
H -2.03 -0.29 -1.69 0.214
H -0.95 -1.68 -1.51 0.208
H -1.80 -0.85 0.77 0.212
H 0.35 -0.72 1.91 0.209
H 1.77 0.36 -0.57 0.221
H 2.49 -0.33 0.90 0.212
H 1.78 -1.40 -0.34 0.210
H -0.93 1.33 1.65 0.172
H 0.30 2.60 0.19 0.474
```

Calculated values
SMILES = C[C@@H]1[C@H](C)[C@@H]1O
HOMO = -9.3 eV

---

Name the most stable of them. *iii*.

---

*i*
Entry from the Open Molecules 2025 dataset: one molecule with the formula C5H10O (wB97M-V/def2-TZVPD).

Structure (XYZ):
```
16
Properties=species:S:1:pos:R:3:nbo_charge:R:1
C 1.47 -0.11 1.23 -0.619
C 0.89 0.08 -0.16 -0.254
C 0.12 -1.04 -0.84 -0.427
C -0.60 0.19 -0.42 0.232
C -1.60 0.14 0.71 -0.628
O -0.99 1.01 -1.50 -0.702
H 1.56 -1.17 1.50 0.209
H 2.48 0.32 1.28 0.219
H 0.88 0.38 2.01 0.208
H 1.49 0.67 -0.84 0.221
H 0.27 -1.18 -1.91 0.229
H -0.05 -1.95 -0.27 0.208
H -2.50 -0.38 0.40 0.220
H -1.88 1.16 1.02 0.205
H -1.19 -0.36 1.59 0.214
H -0.98 1.92 -1.18 0.465
```

Calculated values
SMILES = C[C@H]1C[C@]1(C)O
HOMO = -9.5 eV

---

*ii*
Entry from the Open Molecules 2025 dataset: one molecule with the formula C5H10O (wB97M-V/def2-TZVPD).

Structure (XYZ):
```
16
Properties=species:S:1:pos:R:3:nbo_charge:R:1
C 1.90 0.08 0.05 -0.599
C 0.42 0.44 0.15 -0.249
C -0.40 0.06 -1.09 -0.425
C -1.77 -0.23 -0.47 -0.066
O -1.48 -0.90 0.73 -0.528
C -0.31 -0.31 1.29 -0.069
H 2.39 0.61 -0.78 0.210
H 2.44 0.33 0.97 0.209
H 2.02 -1.00 -0.13 0.204
H 0.33 1.52 0.32 0.199
H -0.43 0.85 -1.84 0.214
H 0.00 -0.84 -1.55 0.202
H -2.40 -0.88 -1.08 0.193
H -2.31 0.71 -0.28 0.155
H -0.59 0.38 2.10 0.169
H 0.30 -1.11 1.72 0.180
```

Calculated values
SMILES = C[C@H]1CCOC1
HOMO = -9.6 eV

---

Name the most stable of them. *ii*.